Molecular formula: C70H64CdIN6P3S
Method: DFT, the ωB97M-V functional and the def2-TZVPD basis

Last column: Löwdin charge in e.
Cartesian coordinates (Å):
H -2.87414 -6.28509 0.52732  0.0821
N 0.91464 -2.67586 -0.40562  0.0763
H -4.24646 -5.34934 2.98139  0.0677
C -0.31799 4.76538 5.49598  -0.0781
H -1.03109 4.44438 0.87054  0.0836
C -0.12315 -1.52898 3.04551  -0.2167
H -1.02742 1.06485 4.73780  0.1068
H -4.00522 1.52905 -5.45007  0.1026
H -4.84614 4.38509 -1.31635  0.0933
C -0.91512 3.89824 4.59451  -0.0960
C 1.94998 4.95072 -0.70694  -0.0922
C -4.18085 -0.09039 4.35972  -0.0833
H 2.41446 -6.21223 -0.85166  0.1099
C 6.80427 -0.49127 -2.51024  -0.0563
H -5.31661 -4.13274 2.25943  0.0842
H 0.56030 6.69057 -3.25340  0.1040
I 2.22051 0.72197 1.04658  1.0226
C -1.08733 -1.76475 2.06079  -0.2240
C 7.30211 -0.34901 -1.25345  -0.0331
H -1.13560 -3.65130 5.47745  0.0968
H 0.65846 -0.79801 2.87355  -0.0153
H -4.60039 -1.62316 -3.76028  0.0931
H 2.69546 5.11498 3.99845  0.1018
H 0.65381 -1.99043 4.99571  0.0957
H -2.79923 -2.70852 0.33812  0.0428
H 2.43229 6.82174 -1.63900  0.1033
H -5.42972 0.28777 2.65471  0.1072
C 0.98361 5.20463 5.28910  -0.0892
H -3.77048 1.65826 1.50060  0.0595
H 1.49182 -4.46981 -5.43320  0.1028
H -5.33452 -0.54022 -2.63074  0.0736
H -0.87306 5.10429 6.36163  0.1037
C 6.45153 -0.04804 -0.16573  -0.1602
C 7.05814 0.12796 1.10132  -0.0409
H 0.50456 -5.44304 -2.26067  0.1163
S -3.42010 -0.10068 -0.78521  0.5170
H 1.23364 3.06092 0.01404  -0.0354
H 0.22509 1.68532 -6.07073  0.0969
H -6.12572 5.00024 3.39899  0.1028
H -4.91289 -0.70648 4.86684  0.1018
H 2.77060 4.99584 -0.00045  0.1068
H 3.43109 2.83100 -1.94966  0.0937
C 3.29824 -2.54152 -3.30740  -0.0906
H 3.84485 4.70782 -3.47594  0.0999
C 4.30161 0.41615 0.83560  -0.5708
H -4.04585 -2.44012 1.52425  0.1104
H 8.13242 0.01074 1.17292  0.1130
C -1.91503 1.58041 -5.92225  -0.0853
H 2.87804 0.22240 -5.30447  0.1009
H 3.31228 -4.64137 0.88284  0.1054
H 3.56850 -4.51494 -4.09316  0.1049
H 3.27459 2.10789 -6.82804  0.1034
C -2.29328 1.50990 3.05557  -0.3990
H 0.55575 2.15419 -3.68490  0.0841
C -1.83238 3.86673 1.34472  -0.2965
H 6.77016 0.58581 3.16321  0.1075
C -3.00147 1.66958 -5.06946  -0.0823
C 0.93865 -2.50130 -4.77139  -0.0872
H -2.68651 -0.32507 5.88550  0.1054
C 4.53438 -0.09214 -1.68718  -0.2945
C -1.11442 -3.12174 4.53235  -0.0990
C -0.44864 2.00577 -4.06586  -0.1174
Cd -0.99130 -0.76830 0.12358  1.2182
C -5.10010 4.51468 -0.27525  -0.0286
N -2.92800 3.65034 0.42639  -0.1681
H -7.71327 5.62385 1.59060  0.0956
C -2.07868 -2.71520 2.34226  -0.2615
H 4.33112 0.83016 2.91464  0.0720
H -3.68268 1.95867 -3.07433  0.0769
C -3.41164 -1.05672 -2.22156  -0.9015
H 0.61841 -0.56968 -3.91936  0.0910
P 2.76853 0.09701 -2.25327  1.0417
N -2.52095 -1.91918 -2.64393  -0.0288
H -2.71028 4.20049 -1.61436  0.0969
H 2.27720 -2.41140 1.10469  0.0727
H 5.04420 -0.42945 -3.71665  0.1038
H 0.00443 -2.48068 -5.31906  0.1101
H -1.14009 -3.83348 -2.82420  0.1234
H 7.45352 -0.70155 -3.34990  0.1092
H -0.97380 4.77439 -3.21848  0.1099
C 4.92487 0.58413 2.04524  -0.1897
C -4.59547 4.36604 2.06307  -0.0389
H -3.95632 4.06494 2.88084  0.0936
H -7.03077 5.27288 -0.76826  0.1009
N -3.56710 -4.42683 1.16657  -0.2650
H 3.76017 4.36021 -5.93048  0.1012
H -1.93204 3.56828 4.76863  0.1034
C -2.08716 -3.36741 3.57625  -0.0573
C 0.01628 3.78682 -1.58198  -0.3824
C 5.03492 0.08840 -0.35236  -0.1771
C -5.84373 4.88191 2.36005  -0.0871
N -1.40476 -2.04972 -1.87640  -0.0927
C -2.69637 3.31293 -0.96613  -0.3581
H 4.21008 -2.58525 -2.72767  0.0992
C 1.29462 -1.41579 -3.98776  -0.1307
C 1.76154 5.97172 -1.62399  -0.0942
H -5.15810 -5.72944 1.51996  0.0793
C -0.15907 4.81933 -2.50446  -0.0858
C -2.81558 1.92743 -3.71688  -0.1088
C -0.21635 3.44344 3.47570  -0.3834
C -0.11857 -2.19688 4.26322  -0.1152
C -4.61043 -4.93085 2.02979  -0.1145
C 3.12535 1.39010 -3.51771  -0.3911
C -3.15506 -3.03928 1.31637  -0.2000
C 5.42420 -0.34691 -2.70603  -0.1095
C 6.31509 0.44236 2.19250  -0.0769
H -1.94724 -5.62220 1.88830  0.0823
H -2.18819 4.47577 2.17069  0.0744
C 1.08481 3.86365 -0.69625  -0.1700
H 1.64128 3.56582 2.40802  0.0502
C -6.73741 5.22230 1.35348  -0.1101
C -3.53232 1.25628 2.47406  -0.1319
C -4.47144 0.46801 3.12596  -0.0773
C 1.92012 -3.10085 0.35123  -0.1468
C -0.63317 1.74986 -5.41392  -0.0795
C 1.68207 4.77511 4.17203  -0.0835
C -2.00276 0.92123 4.28896  -0.1254
P -0.96301 2.39451 2.16104  1.0211
N -4.50327 -0.93707 -3.02978  0.0589
C 3.40442 2.66515 -3.02217  -0.1052
C 3.08071 1.20434 -4.89429  -0.1038
C 0.42096 -3.52075 -1.31620  -0.2976
C -2.93730 0.13258 4.93721  -0.0805
H -1.75926 -4.93387 0.26751  0.0730
C 2.49733 -1.40204 -3.27478  -0.3866
H -3.51103 2.66061 -1.27415  0.0260
H -2.06160 1.37946 -6.97593  0.1002
C -0.75931 -3.12954 -2.08719  -0.1366
C -4.18382 4.18571 0.73261  -0.2283
C 2.93387 -3.63728 -4.07981  -0.0889
P -1.15860 2.36685 -1.41431  1.0020
C 1.99649 -5.22180 -0.72516  -0.0580
C 0.93974 -4.79813 -1.50858  -0.0345
C 3.58645 3.53172 -5.25602  -0.0831
C 1.76505 -3.61590 -4.82598  -0.0916
C 2.49839 -4.35617 0.23088  -0.0484
C 1.08473 3.89882 3.27484  -0.1133
C -6.35238 5.02494 0.03885  -0.0934
H -2.86623 -4.08582 3.79471  0.0885
C -1.53716 2.10436 -3.19594  -0.3772
H 8.36321 -0.44734 -1.05870  0.1137
H 1.44707 5.88058 5.99621  0.1012
C 3.31152 2.26966 -5.75766  -0.0867
C -2.48521 -5.36102 0.96347  -0.0958
C 3.63498 3.72590 -3.88062  -0.0751
C 0.70778 5.89969 -2.52864  -0.0749

Cartesian forces (eV/Å) of the 3 atoms listed first:
0.004 -0.001 0.004
-0.006 0.017 -0.093
-0.011 0.007 0.008

HOMO-LUMO gap   7.4 eV
E_tot   -133936.1655 eV
Spin multiplicity   1
LUMO   0.017 eV